No. 1
Entry from the OMol25 dataset: a 2-piece molecular cluster, C8H19N overall (ωB97M-V/def2-TZVPD).

Last columns: bonded neighbours and bond lengths (Å).
CARTESIAN COORDINATES (ANGSTROEM)
1 C 0.8019 -2.0005 0.9770  H14 1.107, H17 1.107, C22 1.530, C25 1.530
2 N -2.2340 0.7674 -0.1350  C4 1.460, H12 1.028, C16 1.460
3 H 2.8935 -0.1810 1.2302  C24 1.107
4 C -2.0035 2.0531 0.5168  N2 1.460, H5 1.103, H6 1.103, H15 1.103
5 H -2.0522 1.9225 1.6110  C4 1.103
6 H -2.7328 2.8262 0.2219  C4 1.103
7 H -3.0160 1.6578 -1.9269  C16 1.103
8 H 0.7019 0.9464 -0.6019  C18 1.107
9 H -2.5337 -0.0637 -2.0417  C16 1.103
10 H 1.4478 -0.7869 -2.2244  C21 1.107
11 H -1.2807 1.2126 -1.9397  C16 1.103
12 H -3.1310 0.3854 0.1909  N2 1.028
13 H -0.1583 -0.1603 1.5726  C25 1.107
14 H 0.0090 -2.6381 1.4130  C1 1.107
15 H -0.9923 2.4028 0.2490  C4 1.103
16 C -2.2808 0.9089 -1.5872  N2 1.460, H7 1.103, H9 1.103, H11 1.103
17 H 1.7711 -2.5101 1.1398  C1 1.107
18 C 1.6710 0.4368 -0.4391  H8 1.107, C21 1.530, H23 1.107, C24 1.530
19 H 1.0252 -0.7768 2.7623  C25 1.107
20 H 1.8866 1.2580 1.5643  C24 1.107
21 C 1.6404 -0.9217 -1.1426  H10 1.107, C18 1.530, C22 1.530, H27 1.107
22 C 0.5769 -1.8336 -0.5273  C1 1.530, C21 1.530, H26 1.107, H28 1.107
23 H 2.4640 1.0744 -0.8751  C18 1.107
24 C 1.8961 0.2699 1.0651  H3 1.107, C18 1.530, H20 1.107, C25 1.530
25 C 0.8326 -0.6420 1.6805  C1 1.530, H13 1.107, H19 1.107, C24 1.530
26 H -0.4206 -1.3827 -0.6924  C22 1.107
27 H 2.6312 -1.4034 -1.0346  C21 1.107
28 H 0.5864 -2.8217 -1.0264  C22 1.107

Properties
HOMO-LUMO gap in hartree: 0.370
Energy relative to the best compared isomer or geometry (same formula, charge and spin) in kJ/mol: 34.9


No. 2
Entry from the OMol25 dataset: an isolated ion of composition C8H19N2O and charge +1 at a distorted geometry (ωB97M-V/def2-TZVPD).

Last columns: bonded neighbours and bond lengths (Å).
CARTESIAN COORDINATES (ANGSTROEM)
1 H -0.0144 1.1012 2.4902  C8 1.105
2 C -0.8510 -1.2088 2.3986  H7 1.078, H9 1.081, H14 1.119, N15 1.550
3 H 1.4249 -3.5305 -0.3070  C6 1.103
4 C -2.1747 0.6404 -0.4709  H5 1.105, C10 1.531, O28 1.398, H29 1.106
5 H -2.5957 0.4806 -1.4805  C4 1.105
6 C 1.5522 -2.6965 -1.0169  H3 1.103, H20 1.130, H23 1.088, N24 1.449
7 H -1.8535 -1.6055 2.3960  C2 1.078
8 C 0.0127 0.9363 1.3977  H1 1.105, C12 1.532, N15 1.506, H21 1.099
9 H -0.6071 -0.6094 3.2650  C2 1.081
10 C -1.6141 -0.6776 0.0701  C4 1.531, H11 1.095, H13 1.107, N15 1.508
11 H -1.2228 -1.2745 -0.7606  C10 1.095
12 C -0.7854 2.0243 0.6722  C8 1.532, H22 1.099, H27 1.102, O28 1.372
13 H -2.4323 -1.2595 0.5357  C10 1.107
14 H -0.1374 -2.0703 2.3898  C2 1.119
15 N -0.5345 -0.4336 1.0941  C2 1.550, C8 1.506, C10 1.508, C26 1.505
16 H 0.0512 -2.4319 0.8931  C26 1.256
17 H 1.3300 -0.9613 1.7783  C26 1.254
18 H 3.1955 -1.7661 1.0613  C19 1.106
19 C 3.0000 -1.2318 0.1127  H18 1.106, N24 1.441, H25 1.091, H30 1.122
20 H 0.5872 -2.7310 -1.6037  C6 1.130
21 H 1.0647 1.0125 1.0876  C8 1.099
22 H -0.1490 2.9111 0.5441  C12 1.099
23 H 2.3394 -2.9261 -1.7317  C6 1.088
24 N 1.6560 -1.3996 -0.3795  C6 1.449, C19 1.441, C26 1.557
25 H 3.7964 -1.4406 -0.6039  C19 1.091
26 C 0.6397 -1.3268 0.7975  N15 1.505, H16 1.256, H17 1.254, N24 1.557
27 H -1.5925 2.2884 1.3739  C12 1.102
28 O -1.2089 1.6458 -0.5769  C4 1.398, C12 1.372
29 H -3.0111 0.9032 0.2027  C4 1.106
30 H 3.1313 -0.1618 0.4233  C19 1.122

Properties
Net charge: +1
HOMO-LUMO gap in hartree: 0.376
Energy relative to the best compared isomer or geometry (same formula, charge and spin) in kJ/mol: 395.8


No. 3
Entry from the OMol25 dataset: a 2-piece molecular cluster, C8H19N2O2P overall at a distorted geometry (ωB97M-V/def2-TZVPD).

Last columns: bonded neighbours and bond lengths (Å).
CARTESIAN COORDINATES (ANGSTROEM)
1 O -2.0642 -0.9717 -1.0481  P6 1.648, C18 1.505
2 C 0.2901 -0.1700 -0.9517  C5 1.449, P6 2.020, N27 1.219
3 H 1.1622 -1.6223 0.8607  C21 1.085
4 H -0.7779 -3.7653 0.7134  C31 1.079
5 C 1.6447 -0.0509 -0.4505  C2 1.449, C21 1.501, C28 1.535, C30 1.516
6 P -1.0446 -1.1090 0.2389  O1 1.648, C2 2.020, O7 1.464, C31 1.902
7 O -1.2723 -0.3120 1.4452  P6 1.464
8 H 2.6201 -0.8147 1.2354  C21 1.009
9 H 2.8828 -0.5922 -2.3118  C28 1.141
10 H -0.7702 1.5550 3.6582  N29 0.987
11 H -1.9147 -0.1744 -3.0642  C18 1.091
12 H -2.2263 1.7640 -0.8729  C22 1.023
13 H 1.3737 2.0209 0.0440  C30 1.145
14 H 0.2215 2.8849 3.8973  N29 1.007
15 H 1.9058 -1.9088 -1.4265  C28 1.125
16 H -1.5044 2.8608 3.6912  N29 0.984
17 H -2.3753 -3.1370 -0.0950  C31 1.179
18 C -1.6742 0.0963 -2.0345  O1 1.505, H11 1.091, C22 1.544, N27 1.447
19 H 3.4263 -1.2963 -0.8009  C28 1.077
20 H -2.0173 2.1774 -2.5269  C22 1.139
21 C 1.6743 -0.6679 0.9170  H3 1.085, C5 1.501, H8 1.009, H23 1.128
22 C -2.4519 1.4106 -1.8056  H12 1.023, C18 1.544, H20 1.139, H32 1.120
23 H 1.0341 -0.0996 1.6514  C21 1.128
24 H -1.9635 -2.8648 1.5894  C31 1.107
25 H 3.1505 1.5571 -0.1334  C30 1.114
26 H 1.9505 1.7735 -1.5996  C30 1.146
27 N -0.2591 0.3644 -1.8998  C2 1.219, C18 1.447
28 C 2.5254 -0.9781 -1.2988  C5 1.535, H9 1.141, H15 1.125, H19 1.077
29 N -0.6788 2.4588 4.0434  H10 0.987, H14 1.007, H16 0.984
30 C 2.1267 1.3837 -0.5365  C5 1.516, H13 1.145, H25 1.114, H26 1.146
31 C -1.4528 -2.9294 0.6092  H4 1.079, P6 1.902, H17 1.179, H24 1.107
32 H -3.5411 1.1572 -1.7380  C22 1.120

Properties
HOMO-LUMO gap in hartree: 0.370
Energy relative to the best compared isomer or geometry (same formula, charge and spin) in kJ/mol: 0.0


No. 4
Entry from the OMol25 dataset: a 2-piece molecular cluster, C8H19N3O overall at a distorted geometry (ωB97M-V/def2-TZVPD).

Last columns: bonded neighbours and bond lengths (Å).
CARTESIAN COORDINATES (ANGSTROEM)
1 C 0.7991 1.0238 -0.9074  N5 1.489, C18 1.477, C27 1.494
2 C 1.8673 -1.7898 0.1082  H14 1.105, H21 1.106, H26 1.147, C30 1.579
3 H 1.7280 1.4951 -2.8624  C18 1.188
4 H -0.5214 -3.1416 0.7242  C29 1.087
5 N -0.2122 -0.0327 -0.6276  C1 1.489, O24 1.305, C30 1.512, C31 1.531
6 H 1.4701 2.6235 2.1710  N12 1.019
7 H -0.5724 2.2967 -1.8416  C27 1.072
8 H -5.0143 -0.5304 1.2969  N23 0.990
9 H 1.2552 -0.2503 -2.5974  C18 1.116
10 H -1.0541 -0.3437 1.4711  C31 1.095
11 H 2.6252 0.4439 -1.7824  C18 1.024
12 N 0.7523 1.9096 2.0557  H6 1.019, C16 1.389, H28 1.014
13 H -3.4760 -0.4939 0.6413  N23 0.977
14 H 2.5053 -0.8966 -0.0217  C2 1.105
15 H -1.6424 -2.0826 -0.1313  C29 1.101
16 C 0.9103 0.8047 1.2282  N12 1.389, H19 1.094, C31 1.503
17 H -3.7159 0.3909 1.8903  N23 1.034
18 C 1.6545 0.6344 -2.0463  C1 1.477, H3 1.188, H9 1.116, H11 1.024
19 H 1.9260 0.3991 1.2650  C16 1.094
20 H -0.2748 2.7098 -0.0979  C27 1.114
21 H 2.1177 -2.5887 -0.6145  C2 1.106
22 H -0.3798 -2.9014 -1.0719  C29 1.063
23 N -4.0356 -0.4846 1.4415  H8 0.990, H13 0.977, H17 1.034
24 O -1.2087 -0.1712 -1.4595  N5 1.305
25 H 0.9162 3.0140 -1.2155  C27 1.005
26 H 2.0161 -2.4879 1.0062  C2 1.147
27 C 0.1625 2.3668 -1.0638  C1 1.494, H7 1.072, H20 1.114, H25 1.005
28 H -0.2322 2.0408 2.2599  N12 1.014
29 C -0.6131 -2.4732 -0.1277  H4 1.087, H15 1.101, H22 1.063, C30 1.574
30 C 0.3817 -1.2627 0.0198  C2 1.579, N5 1.512, C29 1.574, C31 1.451
31 C -0.1346 -0.2216 0.8895  N5 1.531, H10 1.095, C16 1.503, C30 1.451

Properties
2S+1: 3
HOMO-LUMO gap (alpha / beta) in hartree: 0.214 / 0.259


No. 5
Entry from the OMol25 dataset: a 2-piece molecular cluster, C8H19NO overall at a distorted geometry (ωB97M-V/def2-TZVPD).

Last columns: bonded neighbours and bond lengths (Å).
CARTESIAN COORDINATES (ANGSTROEM)
1 H 1.9904 2.0247 0.7779  C3 1.160
2 H -2.7139 2.3538 0.8093  C14 1.151
3 C 2.0415 0.9384 1.1811  H1 1.160, C13 1.559, H16 1.127, H26 1.094
4 C 2.2689 -1.4355 0.5395  H5 1.127, C13 1.488, H25 1.111, H29 1.111
5 H 2.3595 -2.1576 -0.3209  C4 1.127
6 H 1.8452 1.0120 -1.7636  C19 1.225
7 H -3.5596 -2.1297 1.3589  C9 1.320
8 C -2.9174 -0.5154 -0.1407  C9 1.552, N22 1.331, O24 1.251
9 C -3.7411 -1.8100 0.0909  H7 1.320, C8 1.552, H15 1.129, H28 1.190
10 H 0.2612 0.4562 -0.6956  C19 1.177
11 H -2.1553 1.7915 -0.9170  C14 1.126
12 H -4.2956 0.5088 0.6925  N22 0.959
13 C 2.3716 -0.0455 0.0173  C3 1.559, C4 1.488, C17 1.514, C19 1.502
14 C -3.0236 1.9272 -0.2136  H2 1.151, H11 1.126, H20 1.112, N22 1.485
15 H -4.8104 -1.4494 0.1285  C9 1.129
16 H 2.7872 1.0585 2.0171  C3 1.127
17 C 3.7409 0.0954 -0.6129  C13 1.514, H21 1.117, H23 1.082, H27 1.086
18 H 1.3149 -0.7065 -1.8048  C19 1.138
19 C 1.3386 0.1496 -1.0558  H6 1.225, H10 1.177, C13 1.502, H18 1.138
20 H -3.9214 2.3467 -0.7187  C14 1.112
21 H 3.9282 1.0867 -1.0924  C17 1.117
22 N -3.3989 0.6149 0.3704  C8 1.331, H12 0.959, C14 1.485
23 H 3.9462 -0.6193 -1.3990  C17 1.082
24 O -1.8080 -0.4069 -0.7088  C8 1.251
25 H 1.2686 -1.5823 0.9998  C4 1.111
26 H 1.0149 0.9344 1.5594  C3 1.094
27 H 4.3594 -0.1387 0.2487  C17 1.086
28 H -3.4516 -2.6277 -0.7238  C9 1.190
29 H 2.9597 -1.6744 1.3762  C4 1.111

Properties
HOMO-LUMO gap in hartree: 0.379
Energy relative to the best compared isomer or geometry (same formula, charge and spin) in kJ/mol: 287.3


No. 6
Entry from the OMol25 dataset: a 2-piece molecular cluster, C8H19NO overall at a distorted geometry (ωB97M-V/def2-TZVPD).

Last columns: bonded neighbours and bond lengths (Å).
CARTESIAN COORDINATES (ANGSTROEM)
1 H -0.0006 0.2922 -0.5899  C3 1.085
2 H -0.2209 -1.1527 1.6174  C29 1.098
3 C 0.3304 -0.7126 -0.3499  H1 1.085, N4 1.486, H14 1.089, C29 1.542
4 N -0.7311 -1.6103 -0.8761  C3 1.486, C7 1.500, C19 1.365
5 H -1.4148 -3.4782 -1.4611  C7 1.114
6 H 0.8066 4.0548 2.9524  C16 1.066
7 C -0.9674 -3.0519 -0.5345  N4 1.500, H5 1.114, H8 1.082, H22 1.144
8 H -1.7929 -3.0640 0.1655  C7 1.082
9 H 2.5513 3.3760 0.4577  C25 1.084
10 O -2.4489 -1.8620 -2.3460  C19 1.228
11 H 3.5885 2.4047 1.4613  C25 1.082
12 H -1.6026 1.1394 -1.5820  C23 1.094
13 H 1.2000 -1.8628 1.3869  C29 1.212
14 H 1.1380 -0.9160 -1.0520  C3 1.089
15 C 1.4248 2.1802 2.0408  C16 1.585, H17 1.091, H20 1.086, C25 1.540
16 C 1.5464 3.3114 3.1449  H6 1.066, C15 1.585, H21 1.063, H27 1.099
17 H 1.5835 1.2037 2.5001  C15 1.091
18 H 2.4841 1.6094 0.3708  C25 1.124
19 C -1.6768 -1.1285 -1.7344  N4 1.365, O10 1.228, C23 1.578
20 H 0.5091 2.2614 1.4623  C15 1.086
21 H 2.5652 3.5924 3.0332  C16 1.063
22 H 0.1189 -3.2806 -0.2598  C7 1.144
23 C -1.6158 0.3344 -2.3229  H12 1.094, C19 1.578, H26 1.100, H28 1.113
24 H 1.0227 0.1794 1.4449  C29 1.061
25 C 2.5822 2.4827 1.0708  H9 1.084, H11 1.082, C15 1.540, H18 1.124
26 H -2.3753 0.2344 -3.1117  C23 1.100
27 H 1.4419 2.9729 4.1857  C16 1.099
28 H -0.6246 0.3016 -2.8292  C23 1.113
29 C 0.6996 -0.7855 1.1452  H2 1.098, C3 1.542, H13 1.212, H24 1.061

Properties
HOMO-LUMO gap in hartree: 0.356
Energy relative to the best compared isomer or geometry (same formula, charge and spin) in kJ/mol: 302.5


No. 7
Entry from the OMol25 dataset: a 2-piece molecular cluster, C8H19NO2P overall at a distorted geometry (ωB97M-V/def2-TZVPD).

Last columns: bonded neighbours and bond lengths (Å).
CARTESIAN COORDINATES (ANGSTROEM)
1 O 0.0095 0.9165 0.5429  C3 1.555, P15 1.588
2 C 1.6663 -0.4846 -1.6412  H8 1.146, H16 1.050, H28 1.032, C31 1.543
3 C 0.4070 -0.5865 0.4956  O1 1.555, C10 1.513, C18 1.516, C31 1.562
4 H 3.0079 3.9412 2.5584  C17 1.032
5 H 0.4026 -3.1972 -1.0272  C26 1.071
6 C -3.6971 0.9731 -0.7717  N13 1.400, H21 1.114, H25 1.085, H29 1.042
7 H -2.6953 1.5354 0.8566  N13 1.066
8 H 1.5652 -0.7662 -2.7479  C2 1.146
9 H -0.1100 -2.1737 1.6817  C10 1.105
10 C -0.6774 -1.3346 1.2393  C3 1.513, H9 1.105, H24 1.075, H30 1.060
11 H 2.3479 -1.3557 0.7768  C18 1.078
12 H 1.7064 -0.6532 2.2557  C18 1.109
13 N -2.4893 1.0439 -0.0669  C6 1.400, H7 1.066, P15 1.736
14 H 3.3360 3.4687 0.9731  C17 1.039
15 P -0.8997 1.4081 -0.6622  O1 1.588, N13 1.736, O19 1.717
16 H 2.4583 -1.1244 -1.3861  C2 1.050
17 C 2.6518 3.4038 1.7527  H4 1.032, H14 1.039, H27 1.046
18 C 1.7707 -0.5282 1.1561  C3 1.516, H11 1.078, H12 1.109, H20 1.088
19 O -0.7295 -0.0577 -1.5396  P15 1.717, C31 1.432
20 H 2.3555 0.3569 0.9155  C18 1.088
21 H -3.5759 0.4512 -1.7479  C6 1.114
22 H -1.1158 -2.4970 -0.6857  C26 1.047
23 H -0.3998 -2.5468 -2.4279  C26 1.132
24 H -1.5843 -1.6271 0.7424  C10 1.075
25 H -4.1272 1.8703 -1.2041  C6 1.085
26 C -0.2781 -2.4196 -1.3095  H5 1.071, H22 1.047, H23 1.132, C31 1.653
27 H 1.9290 2.6763 1.9587  C17 1.046
28 H 1.6943 0.5448 -1.5749  C2 1.032
29 H -4.3095 0.3964 -0.1560  C6 1.042
30 H -0.9304 -0.7336 2.0750  C10 1.060
31 C 0.3110 -0.9007 -1.0319  C2 1.543, C3 1.562, O19 1.432, C26 1.653

Properties
Net charge: +1
HOMO-LUMO gap (alpha / beta) in hartree: 0.409 / 0.143
Energy relative to the best compared isomer or geometry (same formula, charge and spin) in kJ/mol: 377.9


No. 8
Entry from the OMol25 dataset: a 2-piece molecular cluster, C8H19NOP overall at a distorted geometry (ωB97M-V/def2-TZVPD).

Last columns: bonded neighbours and bond lengths (Å).
CARTESIAN COORDINATES (ANGSTROEM)
1 C 0.0371 1.5768 2.1326  H12 1.147, P15 1.834, H16 1.090, H18 1.137
2 H 0.3473 2.0147 -0.8716  C25 1.066
3 H -2.2196 -0.7210 -3.7998  C4 1.053
4 C -1.7616 -1.2356 -3.0029  H3 1.053, C5 1.586, H21 1.143, H22 1.071
5 C -2.2281 -0.3374 -1.7813  C4 1.586, H19 1.109, H28 1.158, C30 1.524
6 O -2.1246 1.1930 1.0652  H9 0.958, P15 1.542
7 H -0.4922 -1.8880 0.5276  C23 1.095
8 H -0.0604 -1.0816 2.1909  C23 1.113
9 H -2.7802 1.2705 0.3716  O6 0.958
10 H -1.6975 -1.3952 1.7885  C23 1.080
11 H 2.1903 0.5331 -0.4961  N26 1.050
12 H -0.6082 1.4452 3.0711  C1 1.147
13 H 3.9709 -1.8020 0.5344  C27 1.135
14 H -1.1632 1.3063 -2.7536  C30 1.065
15 P -0.7312 0.5930 0.7893  C1 1.834, O6 1.542, C23 1.850, C25 1.817
16 H 1.0441 1.1938 2.2996  C1 1.090
17 H 4.6075 -0.4026 1.6233  C27 1.076
18 H -0.0404 2.6761 1.8529  C1 1.137
19 H -2.1064 -0.8636 -0.8131  C5 1.109
20 H 2.0711 -0.7286 2.0625  C24 1.080
21 H -2.4038 -2.1809 -2.9841  C4 1.143
22 H -0.7014 -1.1708 -2.8633  C4 1.071
23 C -0.7484 -1.1785 1.3217  H7 1.095, H8 1.113, H10 1.080, P15 1.850
24 C 2.6273 -0.3854 1.2028  H20 1.080, N26 1.275, C27 1.450
25 C -0.4194 1.2738 -0.8660  H2 1.066, P15 1.817, C30 1.332
26 N 1.8033 0.1910 0.4186  H11 1.050, C24 1.275
27 C 3.9841 -0.6983 0.7973  H13 1.135, H17 1.076, C24 1.450, H29 1.115
28 H -3.2864 0.1272 -1.8490  C5 1.158
29 H 4.1588 -0.1721 -0.1702  C27 1.115
30 C -1.2689 0.8471 -1.7990  C5 1.524, H14 1.065, C25 1.332

Properties
Net charge: +1
HOMO-LUMO gap in hartree: 0.414
Energy relative to the best compared isomer or geometry (same formula, charge and spin) in kJ/mol: 170.5


Number 1: energy -10094.3085 eV. Number 2: energy -13621.2934 eV. Number 3: energy -24967.7679 eV. Number 4: energy -15113.0310 eV. Number 5: energy -12139.6332 eV. Number 6: energy -12139.4754 eV. Number 7: energy -23467.5117 eV. Number 8: energy -21422.8598 eV.